Record 1
{
  "formula": "C2H7N2S",
  "method": "wB97M-V/def2-TZVPD",
  "orbital_gap_ev": 9.700,
  "lumo_ev": -4.0,
  "charge": 1,
  "e_homo_ev": -13.7,
  "smiles": "CS/[NH+]=C/N",
  "elements": ["C", "C", "N", "N", "S", "H", "H", "H", "H", "H", "H", "H"],
  "coordinates": [[-1.3142, 0.7492, 0.4204], [2.4134, -0.4156, 0.1714], [-2.5342, 0.3612, 0.1218], [-0.3065, 0.5195, -0.3614], [1.1249, 1.3415, -0.1495], [-1.0282, 1.0303, 1.3494], [3.2688, 0.1050, 0.6148], [2.4896, -1.0819, -0.7350], [1.7812, -0.7228, 1.0678], [-3.2933, 0.4286, 0.7956], [-2.6666, -0.1197, -0.7890], [-0.6079, 0.1587, -1.2868]],
  "atomic_forces_ev_per_a": [[-1.114, -2.225, -1.416], [-2.673, 1.940, 1.249], [0.019, -0.156, -0.655], [-1.487, -0.490, -2.084], [3.305, -1.730, -0.048], [0.135, 1.578, 2.954], [0.141, -0.387, -0.785], [-0.066, 1.089, 1.174], [0.943, -0.398, -1.551], [0.253, -0.077, -0.389], [-0.399, 0.612, 1.101], [0.942, 0.244, 0.451]],
  "nbo_charge": [0.395, -0.556, -0.708, -0.667, 0.313, 0.227, 0.239, 0.250, 0.223, 0.451, 0.425, 0.409]
}


Record 2
{
  "formula": "C2H7N2S",
  "method": "wB97M-V/def2-TZVPD",
  "orbital_gap_ev": 9.967,
  "lumo_ev": -3.9,
  "charge": 1,
  "e_homo_ev": -13.8,
  "smiles": "CS/[NH+]=C/N",
  "elements": ["C", "C", "N", "N", "S", "H", "H", "H", "H", "H", "H", "H"],
  "coordinates": [[-0.8487, -0.4739, 1.3484], [-0.4051, 0.9781, -2.3122], [-0.5606, -0.2497, 2.5928], [-0.0141, -0.5860, 0.3548], [-0.7210, -0.8945, -1.2398], [-1.8356, -0.7260, 1.1264], [-0.8346, 0.5614, -3.1598], [0.5708, 1.2683, -2.4804], [-1.0774, 1.6502, -1.9140], [-1.2706, -0.1277, 3.2217], [0.3078, -0.0958, 2.9369], [0.9429, -0.4824, 0.1490]],
  "atomic_forces_ev_per_a": [[2.110, -0.302, 0.229], [-1.237, -3.744, 1.684], [-0.898, -0.395, -1.892], [-2.187, -0.256, -2.345], [0.782, 2.440, -1.000], [-1.663, 0.057, -0.461], [-0.635, -0.636, -1.842], [2.103, 0.270, 0.248], [-1.052, 1.467, 1.222], [-2.212, 0.144, 1.798], [3.345, 0.573, 0.944], [1.545, 0.384, 1.415]],
  "nbo_charge": [0.397, -0.499, -0.668, -0.657, 0.257, 0.232, 0.216, 0.219, 0.212, 0.423, 0.415, 0.454]
}


Record 3
{
  "formula": "C2H7N2S3",
  "method": "wB97M-V/def2-TZVPD",
  "orbital_gap_ev": 4.006,
  "lumo_ev": -6.0,
  "charge": 1,
  "e_homo_ev": -10.0,
  "elements": ["C", "C", "N", "N", "S", "S", "S", "H", "H", "H", "H", "H", "H", "H"],
  "coordinates": [[6.9396, -0.7622, 0.3557], [-5.7719, -1.3785, -0.0437], [5.3929, 2.1683, 0.0307], [-4.7463, -0.8199, -0.7056], [3.7759, 1.6725, 0.1149], [7.6942, -2.0344, 0.0014], [-6.9939, -0.3069, 0.5099], [5.9206, 1.2975, -0.1442], [-5.8699, -2.4502, 0.3665], [5.7651, 2.5622, 0.8792], [-4.6959, 0.1190, -1.0136], [-3.8073, -1.2037, -0.8672], [3.5550, 2.0061, -1.1961], [-7.1581, -0.8699, 1.7121]],
  "atomic_forces_ev_per_a": [[0.113, -0.191, -0.121], [1.654, 0.890, 0.756], [1.225, -1.221, -0.478], [-0.492, -2.741, 0.863], [-0.597, 0.346, -0.810], [-0.077, 0.127, 0.077], [-0.169, 0.424, -0.556], [0.002, 0.863, 0.273], [1.059, 1.626, -1.108], [-0.332, 0.219, 0.293], [-0.917, 1.417, 0.120], [-0.918, -1.043, 0.016], [-0.345, -0.148, 0.762], [-0.207, -0.565, -0.088]],
  "nbo_charge": [-0.212, 0.058, -0.981, -0.648, 0.119, 0.217, 0.220, 0.383, 0.293, 0.374, 0.435, 0.454, 0.100, 0.188]
}


Record 4
{
  "formula": "C2H7N3",
  "method": "wB97M-V/def2-TZVPD",
  "orbital_gap_ev": 9.762,
  "lumo_ev": 1.0,
  "e_homo_ev": -8.8,
  "smiles": "[H]/N=C/NNC",
  "elements": ["C", "C", "H", "H", "H", "H", "H", "H", "H", "N", "N", "N"],
  "coordinates": [[0.1611, 1.4044, -1.1231], [-0.2597, -1.3061, 0.6045], [0.8797, 1.9666, -1.7312], [-0.5802, 2.1261, -0.7640], [-0.2631, 0.5782, -1.8009], [1.6359, 0.4722, -0.0439], [-0.6930, 0.5883, 1.7287], [0.2762, -1.6856, -0.3449], [-0.9261, -3.0083, 1.0794], [0.7600, 0.9241, 0.1324], [0.0356, 0.0161, 0.8777], [-1.0264, -2.0760, 1.3854]],
  "atomic_forces_ev_per_a": [[-0.758, -0.690, -0.194], [-0.853, -1.564, 0.599], [0.129, -0.194, 0.430], [-0.371, -0.279, -0.719], [0.280, 1.145, 1.078], [0.673, 0.068, -0.094], [3.024, -2.762, -3.441], [-0.633, 0.535, 1.447], [-0.105, -1.263, -0.602], [0.728, -0.526, -0.963], [-4.336, 1.781, 4.054], [2.221, 3.748, -1.596]],
  "nbo_charge": [-0.435, 0.256, 0.210, 0.202, 0.178, 0.345, 0.384, 0.149, 0.337, -0.438, -0.459, -0.730]
}


Record 5
{
  "formula": "C2H7N3",
  "method": "wB97M-V/def2-TZVPD",
  "orbital_gap_ev": 9.424,
  "lumo_ev": 0.8,
  "e_homo_ev": -8.6,
  "smiles": "[H]/N=C(\\N)NC",
  "elements": ["C", "C", "H", "H", "H", "H", "H", "H", "H", "N", "N", "N"],
  "coordinates": [[0.5530, -1.7281, 0.0856], [-0.3678, 0.5389, -0.1471], [-0.3396, -2.0705, 0.6154], [1.5383, -2.1184, 0.4519], [0.4248, -1.9282, -1.0182], [1.2607, 0.0866, 0.8959], [-0.6319, 2.5841, -0.4807], [0.4487, 2.1047, 1.0501], [-1.9923, 0.8435, -1.0876], [0.6226, -0.3170, 0.2612], [-0.2742, 1.8445, 0.3531], [-1.2424, 0.1598, -0.9797]],
  "atomic_forces_ev_per_a": [[0.416, -0.214, -0.980], [0.853, 0.337, 0.117], [0.318, -0.695, -0.020], [-1.200, -0.146, -0.281], [0.187, -0.107, 1.213], [0.731, -0.019, 0.551], [1.773, -2.504, 3.677], [-0.811, -0.052, -1.252], [0.345, -0.077, -0.073], [-0.423, 1.542, -0.203], [-1.193, 2.376, -2.432], [-0.997, -0.440, -0.316]],
  "nbo_charge": [-0.409, 0.574, 0.199, 0.202, 0.218, 0.374, 0.410, 0.392, 0.338, -0.616, -0.881, -0.800]
}


Record 6
{
  "formula": "C2H7N3O",
  "method": "wB97M-V/def2-TZVPD",
  "orbital_gap_ev": 9.783,
  "lumo_ev": 0.8,
  "e_homo_ev": -9.0,
  "smiles": "CN(N)/C=N/O",
  "elements": ["C", "C", "H", "H", "H", "H", "H", "H", "H", "N", "N", "N", "O"],
  "coordinates": [[0.7818, 0.9439, -0.0200], [-0.6546, -0.6369, -0.0702], [-0.1548, 1.7272, -0.0811], [1.5379, 1.6912, -0.5743], [0.7445, 0.8324, 0.9632], [1.8064, -0.9625, 0.8898], [2.5598, -0.3282, -0.5028], [-0.9592, -1.7689, 0.0652], [-3.4329, 0.1108, 0.1514], [0.6665, -0.2403, -0.5257], [1.7095, -1.1009, -0.0520], [-1.6908, 0.1942, -0.0484], [-2.9142, -0.4620, -0.1953]],
  "atomic_forces_ev_per_a": [[0.056, 11.970, -2.490], [-3.391, -2.247, -1.441], [1.660, -2.420, -0.669], [-0.684, -1.971, 1.734], [1.398, 0.736, 5.009], [0.292, 0.597, 3.452], [-2.308, -3.667, 1.894], [1.194, 2.101, -0.605], [-5.828, 5.906, 3.511], [-4.538, -6.301, -1.308], [3.101, 2.574, -5.754], [3.066, -0.997, -0.613], [5.982, -6.282, -2.720]],
  "nbo_charge": [-0.454, 0.166, 0.255, 0.199, 0.169, 0.317, 0.342, 0.198, 0.454, -0.304, -0.591, -0.215, -0.536]
}


Record 7
{
  "formula": "C2H7N3O",
  "method": "wB97M-V/def2-TZVPD",
  "orbital_gap_ev": 10.615,
  "lumo_ev": 1.0,
  "e_homo_ev": -9.6,
  "smiles": "C/N=[NH+]\\[O-].C=N",
  "elements": ["C", "C", "N", "N", "N", "O", "H", "H", "H", "H", "H", "H", "H"],
  "coordinates": [[1.8871, -0.8298, -0.7080], [-1.6016, 0.2674, 0.5846], [-0.3518, 1.7182, -0.6148], [1.6196, 0.0026, 0.1585], [-0.7121, 1.3927, 0.5333], [-0.5607, 1.2073, -1.7023], [2.2962, -0.5269, -1.7293], [1.8381, -1.8777, -0.6051], [0.3002, 2.5409, -0.5983], [-2.6905, 0.4187, 0.3961], [-1.1822, -0.4840, -0.0519], [-1.6335, -0.1530, 1.6221], [1.2922, -0.3679, 1.1451]],
  "atomic_forces_ev_per_a": [[1.199, -0.387, -2.539], [-0.631, -1.017, 1.401], [1.140, 1.292, 0.831], [-0.611, 1.155, 3.568], [-0.984, 0.934, 0.570], [-0.603, -0.565, -0.930], [-0.689, 0.059, 1.299], [-0.252, -1.493, 0.335], [-0.444, -0.709, 0.009], [0.903, 0.440, -0.569], [-0.263, -0.767, -0.634], [0.453, 0.576, -0.674], [0.783, 0.482, -2.668]],
  "nbo_charge": [-0.025, -0.495, 0.215, -0.628, -0.236, -0.470, 0.158, 0.140, 0.356, 0.222, 0.211, 0.204, 0.349]
}


Record 8
{
  "formula": "C2H7N3O",
  "method": "wB97M-V/def2-TZVPD",
  "orbital_gap_ev": 9.499,
  "lumo_ev": 0.8,
  "e_homo_ev": -8.7,
  "elements": ["C", "C", "N", "N", "N", "O", "H", "H", "H", "H", "H", "H", "H"],
  "coordinates": [[-0.8078, 1.5435, 0.8036], [0.3268, 0.7606, 1.4120], [0.7642, -1.5689, -1.6058], [-0.2878, -1.5718, 0.4729], [-0.3169, -1.2801, -0.7590], [0.3493, 1.1963, 0.0475], [-1.7343, 0.9349, 0.4133], [-0.9743, 2.5387, 0.9583], [1.1052, 1.1240, 2.0331], [0.8947, -0.9340, -2.4613], [1.6816, -1.4436, -1.0683], [0.1484, -0.4302, 1.0921], [-1.1490, -0.8693, -1.3385]],
  "atomic_forces_ev_per_a": [[-0.359, -4.588, -1.008], [-2.100, -2.227, -3.134], [2.874, 1.015, -1.237], [-1.077, 0.016, -4.779], [-0.748, -0.200, 2.537], [0.413, 1.541, -0.317], [1.629, 1.195, 1.190], [-0.225, 2.527, 0.540], [0.389, 0.355, 0.636], [-1.006, -0.833, 1.749], [-1.968, -0.428, -0.544], [0.753, 2.478, 3.007], [1.425, -0.850, 1.360]],
  "nbo_charge": [-0.108, -0.116, -0.666, -0.351, -0.088, -0.532, 0.168, 0.182, 0.194, 0.364, 0.379, 0.236, 0.338]
}


Record 9
{
  "formula": "C2H7N3O2",
  "method": "wB97M-V/def2-TZVPD",
  "orbital_gap_ev": 10.372,
  "lumo_ev": 0.7,
  "e_homo_ev": -9.6,
  "smiles": "N[NH2+]/C([O-])=N/CO",
  "elements": ["C", "N", "N", "C", "N", "O", "O", "H", "H", "H", "H", "H", "H", "H"],
  "coordinates": [[-0.9852, -0.8617, -1.6110], [0.4368, 0.5334, 1.5248], [-0.4651, -0.2803, -0.4017], [0.7737, -0.1145, -0.1175], [0.9849, 1.8459, 1.7516], [-1.1765, -2.2567, -1.5168], [1.9026, 0.0137, -0.4633], [-1.7684, -2.4339, -0.7761], [0.7814, -0.0852, 2.2555], [-0.6496, 0.3915, 1.1046], [1.9288, 1.8275, 1.3636], [0.4496, 2.4876, 1.1722], [-0.2873, -0.7183, -2.4408], [-1.9256, -0.3489, -1.8450]],
  "atomic_forces_ev_per_a": [[0.603, 0.139, -0.423], [-1.146, -0.224, -1.621], [-0.815, -0.577, 0.180], [-0.550, 1.204, 0.559], [-0.461, -0.314, 0.043], [-0.051, -0.022, 0.087], [0.357, -0.450, -0.202], [0.049, 0.068, -0.044], [-0.492, 0.060, 0.008], [2.512, 0.439, 1.458], [-0.071, -0.095, -0.095], [0.069, -0.077, 0.039], [-0.103, -0.073, -0.063], [0.099, -0.077, 0.076]],
  "nbo_charge": [0.095, -0.575, -0.746, 0.814, -0.647, -0.711, -0.599, 0.465, 0.390, 0.473, 0.365, 0.356, 0.166, 0.155]
}